Molecular formula: C25H24N4O10P
Method: DFT, ωB97M-V/def2-TZVPD

The calculation puts the LUMO energy at 0.77 eV. For the calculated total energy, the calculation gives -62028.6089 eV. The value obtained for the HOMO energy is -2.7 eV.

Geometry as ORCA input:
```
! wB97M-V def2-TZVPD RIJCOSX def2/J DEFGRID3
* xyz -1 1
C 0.5329 -3.5816 3.4536
P -1.1189 -3.4263 3.8017
O -1.7447 -4.7442 2.9360
O -1.8828 -2.2965 2.7023
H 1.1256 -2.7848 3.9085
H 0.8158 -3.7888 2.4141
H -2.5998 -4.9487 3.3284
H -1.9745 -1.4972 3.2322
C 2.9666 -3.8433 -2.7500
C 3.1989 -2.4737 -2.7787
C 3.2203 -1.7471 -1.5982
C 3.0176 -2.4210 -0.4081
C 2.7733 -3.7815 -0.3518
C 2.7476 -4.4927 -1.5422
N 3.0509 -1.6697 0.8656
O 3.1470 -0.4557 0.8063
O 2.9719 -2.3215 1.8770
H 2.9416 -4.4037 -3.6761
H 3.3499 -1.9676 -3.7229
H 3.3903 -0.6804 -1.5883
H 2.5904 -4.2545 0.6031
H 2.5455 -5.5555 -1.5231
C -2.1917 3.0715 1.1026
C -1.4622 2.0195 1.6389
C -1.8740 1.4180 2.8188
C -3.0222 1.8876 3.4312
C -3.7685 2.9318 2.9153
C -3.3394 3.5278 1.7401
N -3.4719 1.2450 4.6844
O -2.7834 0.3539 5.1262
O -4.5013 1.6510 5.1918
H -1.8607 3.5374 0.1839
H -0.5699 1.6662 1.1398
H -1.3144 0.6022 3.2529
H -4.6588 3.2621 3.4293
H -3.9056 4.3492 1.3202
C 2.2067 8.1386 -1.2744
C 2.0851 7.3429 -0.1428
C 1.5650 6.0618 -0.2443
C 1.1775 5.6092 -1.4920
C 1.2871 6.3806 -2.6341
C 1.8081 7.6597 -2.5157
N 0.6247 4.2437 -1.6079
O 0.5218 3.5983 -0.5856
O 0.3065 3.8557 -2.7118
H 2.6156 9.1371 -1.1888
H 2.3965 7.7172 0.8231
H 1.4590 5.4213 0.6188
H 0.9703 5.9814 -3.5862
H 1.9030 8.2816 -3.3958
C -1.5990 -4.2524 -0.1839
C -1.9505 -5.1529 -1.1835
C -1.6809 -4.8679 -2.5139
C -1.0655 -3.6627 -2.8147
C -0.7089 -2.7461 -1.8383
C -0.9780 -3.0524 -0.5134
N -0.7840 -3.3502 -4.2227
O -1.1085 -4.1653 -5.0684
O -0.2390 -2.2929 -4.4794
H -1.8132 -4.4611 0.8585
H -2.4372 -6.0845 -0.9239
H -1.9447 -5.5516 -3.3071
H -0.2347 -1.8157 -2.1173
H -0.7243 -2.3605 0.2808
*
```